(1)
ORCA calculation (ωB97M-V with the def2-TZVPD basis set) on C5H2N2 in the gas phase.

Geometry as XYZ:
```
9
Properties=species:S:1:pos:R:3:forces:R:3:mulliken_charge:R:1
C 1.3526 0.1117 0.5912 1.9 -0.6 0.1 0.30
C -0.7106 -0.8445 1.5132 0.1 -1.2 0.0 0.14
C -0.6327 0.0845 -0.7421 0.8 -0.6 3.4 -0.22
C -0.1244 0.8954 -1.5926 1.4 1.0 -3.8 -0.47
C 0.1020 -0.3809 0.4596 -2.8 0.6 -0.7 0.35
N 2.4619 0.3310 0.4051 1.2 0.7 0.2 -0.40
N -1.4462 -1.4310 2.1849 0.1 0.5 0.2 -0.40
H -1.6410 0.0694 -0.4659 -2.0 -0.3 -0.6 0.34
H 0.6384 1.1644 -2.3534 -0.7 0.0 1.3 0.36
```
Forces are in eV/Å.

Results
- Multiplicity: 3
- E_HOMO (spin up / spin down): -0.3494 / -0.4283 Eh
- Expectation value of S²: 2.058
- E: -8191.7472 eV



(2)
ORCA calculation (ωB97M-V with the def2-TZVPD basis set) on a gas-phase ion, C4H6N3 (charge +1).

Geometry as XYZ:
```
13
Properties=species:S:1:pos:R:3:forces:R:3:mulliken_charge:R:1
C -1.7238 0.6746 -0.0634 3.6 -2.1 0.4 -0.08
C -0.7626 -0.2992 0.1679 -1.3 0.8 0.2 -0.51
C 1.5847 -0.3057 0.8179 -1.0 -0.8 0.9 -0.27
C 1.4991 -0.7510 -0.5909 1.5 2.0 -0.3 -0.30
N -2.8856 0.1053 -0.0059 -4.8 -1.9 0.5 0.65
N -3.8301 -0.4663 0.0993 1.0 0.8 -0.2 -0.34
N 0.5121 0.2279 -0.0358 0.9 3.4 -1.5 -0.02
H -1.6189 1.5866 -0.5240 -0.1 2.3 -0.8 0.35
H 1.1771 -0.7213 1.7670 0.5 -0.5 -1.3 0.25
H 2.2111 0.5053 1.0089 1.6 0.8 0.3 0.32
H 2.1945 -0.2536 -1.3426 -0.9 -0.9 1.2 0.28
H 0.9218 -1.5475 -0.9236 -0.2 -1.9 -0.2 0.30
H 0.7206 1.2450 -0.3749 -0.8 -2.0 0.8 0.38
```
Forces are in eV/Å.

Results
- E_HOMO: -0.5187 Eh
- Charge: +1
- E: -8703.2125 eV



(3)
ORCA calculation (ωB97M-V with the def2-TZVPD basis set) on a molecular structure, C37H62B3BaBrF4N8O4P2.

Geometry as XYZ:
```
122
Properties=species:S:1:pos:R:3:forces:R:3:mulliken_charge:R:1
Ba 1.5555 0.3729 -0.4873 -1.8 -0.4 2.4 1.39
C 0.4006 5.0745 1.6530 0.0 0.0 0.0 -2.13
C 0.1544 3.7984 2.4627 0.0 0.0 0.0 2.44
C -0.4442 4.1775 3.8232 0.0 0.0 0.0 -2.06
C 1.5151 3.1334 2.7082 0.0 0.0 0.0 -1.92
P -0.8462 2.5462 1.4565 0.1 0.0 0.1 1.36
C -1.4786 1.5215 2.8983 -0.1 0.0 -0.1 -1.62
N -2.2622 0.3601 2.4918 -0.1 0.0 0.0 0.39
B -1.8705 -0.7960 1.7569 0.0 0.1 0.3 0.51
N -3.0351 -1.5431 1.4083 0.0 0.2 0.1 0.63
C -3.1329 -2.5987 0.4195 -0.1 -0.1 0.0 -1.50
P -3.4089 -2.0404 -1.3901 0.1 -0.1 -0.2 1.74
C -2.8942 -3.6107 -2.2380 0.0 0.0 -0.1 2.30
C -3.1293 -4.8647 -1.3822 0.0 0.0 -0.1 -1.92
C -3.6179 -3.8041 -3.5738 0.0 0.0 0.0 -2.10
C -1.3898 -3.4672 -2.5221 -0.6 -0.2 0.1 -1.90
C -5.2200 -1.6072 -1.5313 0.0 0.0 0.0 2.28
C -6.1146 -2.6753 -0.8981 0.0 0.0 0.0 -1.82
C -5.3784 -0.2387 -0.8522 0.0 0.0 0.1 -1.98
C -5.6973 -1.4115 -2.9821 0.1 0.0 0.1 -2.03
C -4.0782 -0.9858 2.1474 0.1 0.0 0.1 -0.68
C -5.3508 -1.4603 2.4081 -0.1 0.0 0.0 0.24
C -6.1948 -0.7114 3.2232 0.0 0.0 0.0 -0.88
C -5.7637 0.4848 3.7813 0.0 0.0 0.0 -1.08
C -4.4652 0.9422 3.5732 0.0 0.0 0.0 -0.49
C -3.6149 0.1910 2.7789 0.1 0.0 0.0 0.69
C -2.3832 3.3853 0.7668 0.1 0.0 0.0 2.83
C -1.9501 4.2124 -0.4540 0.0 0.0 0.0 -2.29
C -3.3065 2.2797 0.2383 0.0 0.0 -0.1 -3.43
C -3.1740 4.2643 1.7336 0.0 0.0 0.0 -1.93
H 1.2037 5.6384 2.1370 0.0 0.0 0.0 0.57
H -0.4817 5.7161 1.6111 0.0 0.0 0.0 0.38
H 0.7317 4.8595 0.6363 0.0 0.0 0.0 0.19
H 0.1702 4.9711 4.2606 0.0 0.0 0.0 0.58
H -0.4224 3.3393 4.5220 0.0 0.0 0.0 0.31
H -1.4673 4.5485 3.7585 0.0 0.0 0.0 0.26
H 2.1225 3.7951 3.3354 0.0 0.0 0.0 0.55
H 2.0607 2.9726 1.7765 0.0 0.0 0.0 0.23
H 1.4449 2.1696 3.2118 0.0 0.0 0.0 0.29
H -2.0798 2.1231 3.5761 0.0 0.0 0.1 0.35
H -0.5948 1.1936 3.4522 0.0 0.0 0.0 0.38
H -3.8122 -3.3839 0.7528 0.0 0.0 0.0 0.75
H -2.1347 -3.0436 0.3583 0.0 -0.1 0.0 0.11
H -4.1521 -4.9352 -1.0042 0.0 0.0 0.0 0.28
H -2.4366 -4.9287 -0.5449 0.0 0.0 0.0 0.30
H -2.9524 -5.7408 -2.0119 0.0 0.0 0.0 0.53
H -4.6510 -4.1317 -3.4451 -0.1 0.0 0.0 0.31
H -3.0901 -4.5890 -4.1227 0.0 0.0 0.0 0.62
H -3.5963 -2.9016 -4.1827 0.0 0.0 0.0 0.29
H -0.7902 -3.2899 -1.6256 -0.4 -0.1 -0.3 -0.34
H -1.0380 -4.4016 -2.9706 0.0 0.0 0.0 0.52
H -1.1988 -2.6495 -3.2141 0.0 0.0 0.0 0.45
H -5.8469 -2.9139 0.1270 0.0 0.0 0.0 0.17
H -6.0849 -3.5998 -1.4801 0.0 0.0 0.0 0.30
H -7.1491 -2.3198 -0.8953 0.0 0.0 0.0 0.44
H -5.0834 -0.2317 0.1945 0.0 0.0 -0.1 0.14
H -6.4303 0.0577 -0.9035 0.0 0.0 0.0 0.63
H -4.7832 0.5051 -1.3823 0.0 0.0 0.0 0.35
H -5.8399 -2.3486 -3.5135 0.0 -0.1 0.0 0.38
H -5.0199 -0.7755 -3.5479 0.0 0.0 0.0 0.34
H -6.6698 -0.9117 -2.9393 0.0 0.0 0.0 0.56
H -5.6872 -2.4048 2.0049 0.0 0.0 0.0 0.34
H -7.1935 -1.0752 3.4287 0.0 0.0 0.0 0.43
H -6.4336 1.0598 4.4075 0.0 0.0 0.0 0.39
H -4.1277 1.8563 4.0421 0.0 0.0 0.0 0.45
H -1.3296 3.6360 -1.1412 0.0 0.0 0.0 0.41
H -1.4045 5.1133 -0.1829 0.0 0.0 0.0 0.41
H -2.8459 4.5209 -1.0026 0.0 0.0 0.0 0.58
H -2.7685 1.5449 -0.3665 0.0 0.0 0.0 0.38
H -4.0617 2.7423 -0.4055 0.0 0.0 0.0 0.84
H -3.8342 1.7626 1.0373 0.0 0.0 0.0 0.63
H -2.6075 5.1410 2.0468 0.0 0.0 0.0 0.40
H -3.4923 3.7165 2.6250 0.0 0.0 0.0 0.17
H -4.0800 4.6197 1.2300 0.0 0.0 0.0 0.47
C 5.8581 -3.9505 0.4676 0.0 0.0 0.0 -0.54
C 6.4942 -2.8512 -0.1015 0.0 0.0 0.0 -0.48
C 5.9018 -1.5987 -0.1277 0.0 0.0 0.1 -0.60
C 4.6129 -1.3825 0.4235 0.0 0.1 0.0 -0.37
C 3.9921 -2.5110 1.0052 0.0 0.0 0.0 0.27
C 4.5921 -3.7527 1.0200 0.0 0.0 0.0 -0.56
N 3.9677 -0.1716 0.4163 0.6 0.1 0.1 0.27
N 4.9133 0.8705 0.2359 0.0 0.0 0.1 -0.77
C 4.4499 2.0291 -0.1096 0.1 0.1 -0.1 -0.50
C 5.3872 3.1431 -0.1784 0.0 0.0 0.0 -0.67
C 4.9792 4.3699 -0.5713 0.0 0.0 0.0 -0.43
C 3.6137 4.5904 -0.9352 0.0 0.0 0.0 -0.81
C 2.7725 3.5166 -0.8488 0.0 0.0 0.0 -0.64
N 3.1154 2.2799 -0.4300 0.9 0.9 0.1 0.52
H 6.3293 -4.9269 0.4815 0.0 0.0 0.0 0.34
H 7.4816 -2.9717 -0.5406 0.0 0.0 0.0 0.32
H 6.4127 -0.7544 -0.5669 0.0 0.0 0.0 0.39
H 3.0049 -2.3969 1.4288 0.0 0.0 0.0 0.28
H 4.0583 -4.5836 1.4709 0.0 0.0 0.0 0.35
H 6.4129 2.9377 0.1018 0.0 0.0 0.0 0.44
H 5.6925 5.1881 -0.6179 0.0 0.0 0.0 0.31
H 3.2561 5.5413 -1.3052 0.0 0.0 0.0 0.50
H 1.7304 3.6339 -1.1482 0.0 0.0 0.0 0.55
O 2.5468 0.1502 2.7984 -0.2 -0.1 -0.1 -0.60
H 2.5256 -0.7185 3.2154 0.1 0.0 0.0 0.25
H 3.1527 0.0320 2.0045 0.1 0.1 0.0 0.55
Br 1.2021 -2.6834 -1.0298 0.9 -0.2 0.3 -0.74
O -2.3400 -0.8549 -1.2579 0.0 0.2 0.0 0.12
O -2.9318 -0.9602 -2.6478 0.0 -0.1 0.1 -0.71
N 2.3766 0.7075 -4.8725 0.0 0.0 0.0 -0.39
C 2.5529 -0.0097 -3.7406 -0.1 0.0 0.0 0.03
N 3.4547 -1.0252 -3.7382 0.0 -0.1 0.0 -0.33
O 1.9051 0.2405 -2.7183 0.4 -0.1 -2.5 0.06
H 3.0913 0.6852 -5.5774 0.0 0.0 0.0 0.20
H 1.8391 1.5698 -4.7763 0.0 0.0 0.0 0.31
H 3.7550 -1.4280 -4.6071 0.0 0.0 0.0 0.20
H 3.3850 -1.6462 -2.9403 0.0 0.0 0.0 0.15
B 0.9517 -2.8750 3.4889 0.0 0.0 0.0 0.94
C 0.2119 -1.9826 2.4508 0.0 -0.1 0.1 -0.68
N -0.5267 -1.3588 1.8052 0.0 0.2 -0.3 0.05
H 2.1334 -2.6750 3.5147 0.0 0.0 0.0 -0.17
H 0.6691 -4.0095 3.1833 0.0 0.0 0.0 -0.16
H 0.3926 -2.5175 4.5112 0.0 0.0 0.0 -0.16
F -1.2878 3.7752 -4.2107 0.0 0.0 0.0 -0.38
B 0.0063 3.6492 -3.6843 0.0 0.0 0.0 0.53
F -0.0089 2.7459 -2.5948 0.0 -0.1 0.0 -0.46
F 0.8711 3.1306 -4.6973 0.0 0.0 0.0 -0.48
F 0.4811 4.8953 -3.2582 0.0 -0.1 0.0 -0.41
```
Forces are in eV/Å.

Results
- E_HOMO: -0.0067 Eh
- Charge: -2
- E: -161711.6662 eV



(4)
ORCA calculation (ωB97M-V with the def2-TZVPD basis set) on 2 unconnected molecules or ions with the total composition C4H9N2O.

Geometry as XYZ:
```
16
Properties=species:S:1:pos:R:3:forces:R:3:mulliken_charge:R:1
C 0.2793 -1.3221 0.5818 1.7 -0.1 -1.2 -0.81
C 1.4873 -1.4941 -0.1250 -0.3 -1.0 0.8 0.28
C 0.1252 -0.1251 1.1181 0.9 -1.1 0.5 0.42
C -1.7634 1.2681 -1.2081 0.2 -0.9 6.5 -0.56
N 0.3170 0.9555 1.4431 -0.5 2.8 0.7 -0.16
N 2.6391 -0.9669 0.1997 3.3 -0.3 -0.7 -0.37
O -2.6778 0.4312 -0.3242 -0.7 2.7 -1.0 -0.51
H -0.5552 -1.8985 0.4627 -1.9 -1.6 -0.8 0.43
H 1.5439 -2.1858 -0.9799 -0.3 0.3 0.4 0.37
H -1.9498 1.0284 -2.1519 0.4 -1.5 -4.1 0.31
H -0.8003 1.2871 -0.6323 -0.3 -0.9 -1.8 0.10
H 0.3307 1.5625 2.2300 0.2 0.4 0.5 0.31
H -1.9794 2.2693 -1.0741 -1.1 2.3 0.1 0.34
H 3.4951 -1.2622 -0.3359 -1.6 0.4 0.2 0.28
H 3.0206 -0.5569 1.0626 -1.5 0.0 -0.2 0.26
H -3.5122 1.0094 -0.2666 1.7 -1.6 0.0 0.31
```
Forces are in eV/Å.

Results
- E_HOMO: -0.5038 Eh
- Charge: +1
- E: -9311.8749 eV



(5)
ORCA calculation (ωB97M-V with the def2-TZVPD basis set) on C4H7NO in the gas phase.

Geometry as XYZ:
```
13
Properties=species:S:1:pos:R:3:forces:R:3:mulliken_charge:R:1
O -1.4692 -2.5001 -0.1930 2.9 5.2 -0.2 -0.51
C -1.0256 -1.2914 -0.3039 -3.5 -4.3 -1.4 0.00
C 0.3898 -0.7419 -0.2789 0.7 2.1 -0.5 -0.30
N 0.0148 0.7948 -0.1586 3.6 1.9 1.5 -0.28
C 0.5645 1.6935 1.0807 -3.3 2.3 -5.0 -0.53
C 1.2573 1.8416 -0.2293 0.4 -1.0 0.1 -0.29
H -1.8311 -0.4865 -0.5128 1.3 -0.9 0.5 0.34
H 1.1964 -0.7457 -1.1138 -2.3 -0.5 0.4 0.31
H 0.9467 -1.3373 0.4427 0.0 0.6 1.1 0.30
H -0.0987 2.4984 1.5246 0.2 -0.7 -1.6 0.20
H 0.8288 1.2305 1.8945 2.7 -3.2 3.8 0.29
H 1.1309 2.7773 -0.8677 -0.4 -1.5 1.0 0.24
H 2.3614 1.4897 -0.3249 -2.2 0.1 0.2 0.23
```
Forces are in eV/Å.

Results
- E_HOMO: -0.3617 Eh
- SMILES: O=CCN1CC1
- E: -7794.6221 eV



Which formula does entry 1 have? C5H2N2



The highest E belongs to which entry? C4H7NO



E of number 3 (C37H62B3BaBrF4N8O4P2)? -161711.6662 eV



Which value of E does entry 4 give? -9311.8749 eV